1.
Computed, not measured: 2 unconnected molecules or ions with the total composition C9H14ClNO11P, with ωB97M-V/def2-TZVPD.

```
37
C9H14ClNO11P, DFT ωB97M-V/def2-TZVPD
C -1.87893 -3.09179 1.24412
C -2.26252 -2.74715 -0.19061
O -1.98570 -1.42660 -0.58729
C -2.71073 -0.43496 0.08990
C -1.81769 0.78821 0.40552
O -0.56758 0.75356 -0.24061
C 0.41459 -0.05217 0.34634
C 1.30631 0.74553 1.24881
C 2.18713 1.73341 1.05810
P 2.71889 2.48822 -0.48640
N 2.77969 1.64398 -1.76439
O 4.13327 3.06236 -0.00540
O 1.84151 3.81082 -0.66187
C 2.68198 2.13738 2.41063
O 3.16800 3.16275 2.75271
O 2.34819 1.13766 3.30061
C 1.28361 0.46369 2.72128
O 0.49894 -0.15408 3.36154
H -2.66061 -2.81234 1.95091
H -1.74153 -4.16690 1.34990
H -0.95417 -2.60367 1.53764
H -1.68171 -3.36947 -0.86959
H -3.31334 -3.00600 -0.36626
H -3.17126 -0.82654 0.99849
H -3.52328 -0.07658 -0.54995
H -1.72317 0.91187 1.49054
H -2.28975 1.69303 0.02927
H -0.04513 -0.82025 0.96815
H 0.96571 -0.56914 -0.43870
H 2.41157 0.70656 -1.66847
H 4.62305 3.36133 -0.78382
H 1.79800 4.30874 0.16691
O 0.12832 -0.88751 -4.94399
Cl -0.56621 -1.34711 -3.76325
O -1.18550 -2.62922 -4.03612
O -1.58534 -0.38824 -3.40182
O 0.37537 -1.49936 -2.67284
```

Values from the calculation:
- Net charge: -1
- E_HOMO: -5.612 eV

2.
Computed, not measured: C9H14ClNOS in the gas phase, with ωB97M-V/def2-TZVPD.

```
27
C9H14ClNOS, DFT ωB97M-V/def2-TZVPD
O 1.80219 -1.65568 2.55907
S 1.20767 -0.55062 1.78769
C 0.16106 0.05222 3.10371
C -1.02867 -0.51868 3.19273
C -1.58190 -1.33516 2.06093
Cl -1.66729 -3.00437 2.36812
N 0.04115 -1.23652 0.82803
C -0.16124 -0.58368 -0.38749
C -0.17097 0.94259 -0.16689
C -0.51313 1.73204 -1.43148
C 0.64678 1.43396 -2.35971
C 0.82831 -0.07210 -2.69439
C 1.02157 -0.91839 -1.40557
H 0.44308 0.59191 4.01792
H -1.65635 -0.52179 4.12169
H -2.37850 -0.76073 1.41526
H -1.06400 -0.93183 -0.73362
H 0.75114 1.37817 0.11405
H -0.91557 1.12759 0.55224
H -0.67653 2.74004 -1.00691
H -1.44197 1.44750 -1.67148
H 0.48917 1.84695 -3.33534
H 1.46837 1.91648 -1.90394
H -0.11607 -0.25492 -3.28049
H 1.62448 -0.19328 -3.26844
H 0.94318 -1.97848 -1.50827
H 1.94403 -0.69323 -0.96741
```

Values from the calculation:
- ΔE to the lowest compared entry with this formula, charge and spin: 41.10 kcal per mole
- E_HOMO: -8.739 eV

3.
Computed, not measured: C9H14ClOP in the gas phase, with ωB97M-V/def2-TZVPD.

```
26
C9H14ClOP, DFT ωB97M-V/def2-TZVPD
C -0.90441 2.96162 -0.21548
C -1.03684 2.35155 0.97932
C 0.05940 1.41125 1.53043
P -0.20535 -0.24211 0.78755
O -1.60424 -0.71176 0.75543
C 0.66223 -0.21686 -0.75000
C -0.30525 -0.13878 -1.73541
C -0.27686 0.48950 -3.13939
C 0.65137 -1.49027 1.98940
Cl -0.27609 -1.29445 3.46079
C 0.52947 -2.77932 1.25477
C 1.37089 -3.04126 0.25849
H -1.64528 3.42551 -0.79083
H 0.03676 2.85696 -0.63210
H -1.97720 2.35180 1.48058
H -0.28405 1.12127 2.55807
H 1.09169 1.75073 1.56294
H 1.64016 0.09712 -0.80818
H -1.35528 -0.35383 -1.41057
H -0.74379 -0.08149 -3.94040
H 0.70077 0.75940 -3.55303
H -0.66733 1.51980 -3.01618
H 1.74336 -1.15906 2.21406
H -0.33956 -3.41780 1.66853
H 1.19373 -3.91728 -0.44848
H 1.94169 -2.25224 -0.06031
```

Values from the calculation:
- ΔE to the lowest compared entry with this formula, charge and spin: 29.54 kcal per mole
- E_HOMO: -9.134 eV

4.
Computed, not measured: a gas-phase ion, C9H14FN2 (charge +1), with ωB97M-V/def2-TZVPD.

```
26
C9H14FN2, DFT ωB97M-V/def2-TZVPD
C -3.63284 -1.18475 0.43774
C -2.67671 -0.50482 0.18340
C -1.46321 0.16989 -0.34197
F -1.85565 0.99144 -1.32293
C -0.45408 -0.85614 -1.04427
C 0.15114 -1.70552 0.12626
C 1.17936 -0.74957 0.96039
N 0.89327 0.64065 0.53383
C 1.38802 0.78693 -0.84665
C 0.55134 -0.06444 -1.76170
C -0.56974 1.01321 0.81211
N -0.75336 2.42334 0.65918
H -4.57736 -1.43627 0.93683
H -1.12609 -1.60652 -1.45016
H 0.74001 -2.61039 -0.15284
H -0.60783 -2.00167 0.75662
H 0.73047 -0.95309 1.88963
H 2.21605 -1.10054 1.06750
H 1.35093 1.36896 1.15978
H 2.40907 0.57773 -0.70465
H 1.30331 1.86061 -1.04143
H 0.02028 0.51310 -2.48643
H 1.23712 -0.71042 -2.36964
H -0.84392 0.78143 1.82125
H -1.05508 2.76730 1.50292
H -1.32091 2.76688 -0.08781
```

Values from the calculation:
- Net charge: +1
- ΔE to the lowest compared entry with this formula, charge and spin: 37.50 kcal per mole
- E_HOMO: -13.813 eV

5.
Computed, not measured: a molecular structure, C9H14INO4Pd, with ωB97M-V/def2-TZVPD.

```
30
C9H14INO4Pd, DFT ωB97M-V/def2-TZVPD
C -2.28961 1.07243 4.11752
C -2.69373 0.78787 3.02481
C -2.80923 0.31957 1.65736
N -1.54506 0.40241 0.92184
C -1.69587 0.38742 -0.52094
O -0.54792 0.06935 -1.18505
C 0.18059 1.18430 -1.71362
C 1.58544 1.31647 -0.96886
O 2.60726 0.86573 -1.76930
C 2.75855 -0.53952 -1.82234
C 3.41388 -1.13659 -0.58189
C -0.48094 -0.39884 1.41857
O 0.21688 -0.04358 2.29634
O -0.24038 -1.63079 0.82710
I -1.73564 -2.89273 0.81990
H -2.06822 1.39278 5.10944
H -3.26503 -0.67551 1.65597
H -3.51619 0.97899 1.14605
H -2.13354 1.34060 -0.82912
H -2.47745 -0.39560 -0.79231
H 0.42181 0.93001 -2.73995
H -0.37369 2.11631 -1.66311
H 1.54987 0.78097 -0.02096
H 1.74522 2.37361 -0.77428
H 1.80195 -1.05009 -1.98435
H 3.37067 -0.75048 -2.69143
H 3.60615 -2.18419 -0.80273
H 4.36086 -0.66591 -0.34464
H 2.76354 -1.12483 0.28936
Pd -2.74703 -2.70249 -1.68248
```

Values from the calculation:
- Net charge: +2
- ΔE to the lowest compared entry with this formula, charge and spin: 0.00 kcal per mole
- E_HOMO: -15.918 eV

6.
Computed, not measured: 2 unconnected molecules or ions with the total composition C9H14N2O, with ωB97M-V/def2-TZVPD.

```
26
C9H14N2O, DFT ωB97M-V/def2-TZVPD
C 1.77352 2.35756 -0.69476
C 2.39882 1.57782 -1.59413
C 0.39813 2.01322 -0.38859
C 1.54006 0.48108 -2.12903
C 0.03806 0.56335 -0.51715
C -2.11695 -1.74519 0.34258
C -1.44740 -0.35163 2.37563
C 0.12585 -2.15561 1.51256
C -1.09132 -1.33966 1.33031
N 0.30121 1.10111 -2.67551
N -0.43079 1.43152 -1.53202
O 1.02609 -0.26297 -1.03293
H 2.23181 3.20935 -0.21844
H 3.40586 1.72721 -1.94520
H -0.18365 2.65382 0.25638
H 2.00926 -0.18956 -2.84831
H -2.82518 -2.44785 0.79876
H -1.66205 -2.23687 -0.51234
H -2.68967 -0.88819 -0.00532
H -1.87164 -0.86670 3.24520
H -0.56967 0.19080 2.72010
H -2.18864 0.35605 2.01528
H 0.98804 -1.52578 1.72486
H 0.33744 -2.75460 0.63464
H 0.00094 -2.82391 2.37234
H 0.50187 1.92562 -3.23491
```

Values from the calculation:
- ΔE to the lowest compared entry with this formula, charge and spin: 135.26 kcal per mole
- E_HOMO (alpha / beta): -6.855 / -7.970 eV

7.
Computed, not measured: C9H14N2O in the gas phase, with ωB97M-V/def2-TZVPD.

```
26
C9H14N2O, DFT ωB97M-V/def2-TZVPD
C -0.64606 -1.55497 1.88228
C -1.02300 -1.83170 0.40243
C -0.35558 -0.93502 -0.63923
C -1.08192 -0.88454 -2.01669
O 1.02108 -1.24090 -0.68270
C 1.88064 -0.17375 -1.03600
C 2.02394 0.89589 0.06470
N 0.68173 1.27745 0.26575
C 0.32092 2.54951 0.62932
C -1.03537 2.55037 0.75696
N -1.53339 1.36673 0.22955
C -0.47022 0.62911 -0.05721
H 0.43033 -1.60056 1.98802
H -1.14498 -2.22801 2.55780
H -1.01148 -0.59814 2.37342
H -2.09455 -1.69895 0.33409
H -0.90306 -2.91688 0.36837
H -1.27167 -1.88809 -2.40248
H -0.47374 -0.07286 -2.46576
H -2.01635 -0.31065 -2.01852
H 1.33372 0.20613 -1.94088
H 2.88232 -0.58740 -1.23350
H 2.48866 0.51539 0.95116
H 2.50664 1.81154 -0.28204
H 1.04469 3.22632 1.06625
H -1.55328 3.49397 0.90493
```

Values from the calculation:
- ΔE to the lowest compared entry with this formula, charge and spin: 33.82 kcal per mole
- E_HOMO: -8.692 eV

8.
Computed, not measured: 2 unconnected molecules or ions with the total composition C9H14N2O2, with ωB97M-V/def2-TZVPD.

```
27
C9H14N2O2, DFT ωB97M-V/def2-TZVPD
O -5.79052 -0.97048 -0.12067
C -4.62760 -0.38318 -0.12384
C -4.52146 1.06785 -0.48066
C -3.33603 1.63198 -0.48324
N -2.22810 0.96017 0.20722
C -2.23254 -0.24473 0.36988
O -1.24629 -0.80073 0.86934
N -3.41282 -1.01296 0.08251
H -5.43575 1.56519 -0.66416
H -3.04737 2.56403 -0.95481
H -1.47694 1.49569 0.61792
H -3.55418 -2.06009 0.35259
C 3.81740 -0.85345 -0.42000
C 5.43583 -0.94383 -0.81422
C 6.19397 0.26975 -0.33508
C 5.27212 0.68025 0.89513
C 3.91568 0.56633 0.24563
H 3.29370 -0.66940 -1.37971
H 3.50365 -1.72300 0.15104
H 5.84080 -1.27207 -1.80024
H 5.69700 -1.63929 0.02092
H 6.22264 1.19730 -1.08625
H 7.13220 -0.05569 0.00882
H 5.62738 1.75586 1.17560
H 5.41218 0.38101 2.00326
H 3.96464 1.47442 -0.42171
H 3.09671 0.77944 0.83768
```

Values from the calculation:
- ΔE to the lowest compared entry with this formula, charge and spin: 79.75 kcal per mole
- E_HOMO: -9.947 eV

9.
Computed, not measured: C9H14N2O4 in the gas phase, with ωB97M-V/def2-TZVPD.

```
29
C9H14N2O4, DFT ωB97M-V/def2-TZVPD
C -0.23812 2.65498 -2.01859
C 0.58215 1.35040 -1.83690
C -0.31520 0.03627 -1.80702
C -1.87895 0.27791 -2.04794
N 0.03153 -0.66182 -0.63308
C 1.05872 -1.56435 -0.61421
O 1.89149 -1.84980 -1.49642
N 1.34122 -1.97432 0.65456
C 0.38296 -1.49335 1.59671
O -0.11207 -2.69315 2.02927
C 0.91668 -0.62693 2.76630
C -0.06866 -0.02218 3.81198
O 2.05489 -0.16124 2.72277
C -0.41027 -0.56310 0.64361
O -1.19501 0.30097 1.04023
H 0.49811 3.50763 -1.87777
H -1.05858 2.85345 -1.25475
H -0.67449 2.59154 -3.02271
H 1.25200 1.15861 -2.73950
H 1.34667 1.45365 -1.01866
H -0.04212 -0.51330 -2.71431
H -2.39840 -0.58894 -1.86708
H -2.03322 0.40851 -3.10478
H -2.43640 1.07200 -1.57413
H 2.36906 -1.83262 0.78249
H 0.05378 -3.41354 1.36208
H 0.08092 1.01190 3.80676
H -1.07524 -0.29797 3.54063
H 0.07654 -0.42122 4.87045
```

Values from the calculation:
- ΔE to the lowest compared entry with this formula, charge and spin: 52.03 kcal per mole
- E_HOMO: -10.116 eV

10.
Computed, not measured: C9H14N2O7 in the gas phase, with ωB97M-V/def2-TZVPD.

```
32
C9H14N2O7, DFT ωB97M-V/def2-TZVPD
N -0.96308 -1.27638 -1.62355
C -2.16823 -0.59416 -0.95031
C -2.75167 -1.33527 0.28023
C -1.79572 -1.09325 1.49322
O -0.89187 -1.90698 1.80901
O -1.94540 0.11064 2.02968
C -1.71500 0.88622 -0.74327
O -2.49974 1.63275 -0.14261
N -0.44090 1.33233 -1.17195
C 0.59461 0.94778 -0.15573
C 1.91786 0.74878 -0.91258
C 3.04662 0.15527 -0.12364
C 2.69316 -1.27378 0.23464
O 2.83358 -2.24702 -0.46939
O 1.94493 -1.25569 1.36990
C 0.82295 2.13290 0.79399
O 0.68034 3.29797 0.52245
O 1.12259 1.71505 2.01732
H -1.23695 -2.11891 -2.15214
H -0.71891 -0.51214 -2.28764
H -2.98009 -0.59838 -1.66377
H -3.72490 -0.85494 0.50116
H -2.87064 -2.36761 0.09686
H -2.61039 0.62815 1.60678
H -0.41517 2.37518 -1.23400
H 0.13036 0.07432 0.34810
H 2.06899 1.76636 -1.30549
H 1.72786 0.14252 -1.81272
H 3.19693 0.73491 0.73044
H 3.92638 0.12608 -0.72352
H 1.61689 -2.14635 1.56968
H 1.40458 0.77365 2.06887
```

Values from the calculation:
- ΔE to the lowest compared entry with this formula, charge and spin: 43.77 kcal per mole
- E_HOMO: -10.133 eV

11.
Computed, not measured: a molecular structure, C9H14N3O4SbSe4V, with ωB97M-V/def2-TZVPD.

```
36
C9H14N3O4SbSe4V, DFT ωB97M-V/def2-TZVPD
V 0.20384 -0.75567 -0.45757
C 3.18186 1.92919 -0.07419
O 2.04674 1.64329 0.72138
C 2.27697 0.79636 1.80405
C 1.37481 -0.41126 1.76327
O -0.00326 -0.20273 1.48566
C -0.72389 0.64681 2.37312
C -1.06661 1.96677 1.64383
O -0.85841 1.78749 0.27024
C -1.86086 2.37668 -0.54607
H 3.60610 1.00116 -0.47422
H 2.82376 2.52896 -0.91022
H 3.93384 2.48402 0.49379
H 3.29280 0.38022 1.83174
H 2.11978 1.33881 2.75011
H 1.68330 -1.18865 1.07723
H 1.46683 -0.85706 2.76652
H -1.61707 0.10221 2.68102
H -0.10171 0.82275 3.25210
H -2.11008 2.22088 1.85403
H -0.43902 2.78213 2.02328
H -2.81559 1.85218 -0.43432
H -1.98814 3.43431 -0.29344
H -1.52680 2.27577 -1.57468
Se -5.53873 -0.86235 -3.52865
Sb -4.12066 -1.34659 -1.67747
Se 1.04742 0.08041 -2.33031
Se -1.42135 -0.46647 -2.17091
Se -4.99920 -2.91405 -0.09376
O 0.49801 -2.61807 -0.49428
N 0.91174 -3.61368 -1.20718
C 2.17896 -3.57487 -1.51012
C 3.03930 -2.55636 -0.98297
N 3.68535 -1.73012 -0.50874
C 2.73101 -4.65269 -2.26307
N 3.20747 -5.50719 -2.86527
```

Values from the calculation:
- Net charge: -1
- ΔE to the lowest compared entry with this formula, charge and spin: 61.24 kcal per mole
- 2S+1: 3
- E_HOMO (alpha / beta): -3.931 / -4.023 eV

12.
Computed, not measured: a gas-phase ion, C9H14N3S (charge +1), with ωB97M-V/def2-TZVPD.

```
27
C9H14N3S, DFT ωB97M-V/def2-TZVPD
C -1.53267 -1.78673 0.75323
N -0.95156 -0.95070 -0.34681
C -1.03215 -1.57385 -1.78101
N 0.06131 -0.79574 -2.39079
C 1.09747 -0.76845 -1.49546
S 1.99553 -2.41965 -1.23645
N 0.33539 -0.45855 -0.12471
C 0.41906 1.02936 0.26728
C 1.61362 1.71548 0.22072
C 1.82838 2.89453 0.91053
C 0.68691 3.45992 1.53167
C -0.57042 2.91496 1.48855
C -0.67033 1.59764 0.93495
H -0.67612 -2.39686 1.21431
H -1.84360 -1.08218 1.50682
H -2.27562 -2.47890 0.44185
H -1.59644 -0.22292 -0.37724
H -1.97117 -1.57106 -2.18630
H -0.64508 -2.62281 -1.69603
H 0.28977 -1.22182 -3.30713
H 1.89105 -0.04224 -1.69265
H 3.04450 -2.44927 -2.04818
H 2.54777 1.39196 -0.28818
H 2.79751 3.40377 1.05749
H 0.60641 4.45574 1.88995
H -1.43300 3.43866 1.99185
H -1.53167 1.07862 1.25763
```

Values from the calculation:
- Net charge: +1
- ΔE to the lowest compared entry with this formula, charge and spin: 40.50 kcal per mole
- E_HOMO: -12.584 eV

no.,strongest force on any atom (eV/A),DFT total energy (eV)
1,0.9,-55378.5487
2,5.5,-36450.5189
3,4.9,-33416.3186
4,4.5,-15248.1949
5,2.0,-30793.3318
6,1.6,-14581.7163
7,3.6,-14586.1150
8,11.2,-16632.6203
9,5.2,-20729.2146
10,4.1,-26873.3371
11,1.8,-315829.2455
12,5.6,-24856.0412